(one)
This record from OMol25 describes 2 unconnected molecules or ions with the total composition C11H13N. The level of theory is the ωB97M-V functional and the def2-TZVPD basis.

Positions of all 25 atoms, in Å:
C1 -1.54 0.44 -0.02
H1 -4.36 0.41 -1.85
C2 2.70 2.08 0.27
H2 1.65 2.14 -0.03
H3 4.37 0.76 0.03
C3 -2.37 0.69 -1.10
H4 -3.46 -1.12 2.04
H5 2.84 -0.46 1.56
C4 0.99 -2.44 0.05
C5 -4.10 -0.43 0.11
H6 -2.00 1.22 -1.97
H7 -5.11 -0.80 0.20
C6 2.66 -0.39 0.50
C7 1.86 -1.27 -0.10
H8 3.23 2.92 -0.16
H9 -0.50 0.76 -0.03
H10 0.02 -2.32 0.53
C8 3.31 0.76 -0.20
C9 1.23 -1.77 -1.28
H11 1.42 -3.42 0.21
H12 2.75 2.16 1.36
C10 -3.18 -0.61 1.13
C11 -3.68 0.24 -1.03
H13 3.18 0.65 -1.28
N1 -1.93 -0.20 1.07

Values from the calculation:
HOMO energy	-0.312	Ha

(two)
This record from OMol25 describes C11H13N in the gas phase. The level of theory is the ωB97M-V functional and the def2-TZVPD basis.

Positions of all 25 atoms, in Å:
H1 1.57 0.11 3.94
C1 -0.25 -0.79 2.99
H2 0.50 -1.95 -0.92
H3 1.38 -0.72 -3.28
C2 -0.17 -1.31 -1.57
H4 -1.89 1.65 -0.50
H5 1.98 1.71 1.77
N1 1.33 0.74 -1.53
C3 0.69 -0.25 -2.31
H6 -1.17 1.22 -2.22
H7 -0.61 -2.08 -2.35
C4 -1.16 -0.44 -0.79
C5 -0.58 -0.37 0.55
C6 -1.08 1.13 -1.17
C7 1.17 0.85 1.87
H8 -0.54 -1.29 3.95
C8 0.30 0.69 0.77
H9 -1.90 -1.58 1.77
C9 -0.93 -0.99 1.84
H10 -2.24 -0.72 -0.64
H11 -0.23 0.36 -2.97
H12 1.87 0.23 -0.85
C10 0.87 0.11 3.00
H13 0.80 2.39 -0.75
C11 0.31 1.31 -0.62

Values from the calculation:
HOMO energy	-0.316	Ha
SMILES	c1ccc2c(c1)[C@@H]1CCN[C@H]2C1

Order from most stable to least stable according to the calculation: (two), (one)

(one)
This record from OMol25 describes a gas-phase ion, C4H10N2OS (charge -1). The level of theory is the ωB97M-V functional and the def2-TZVPD basis.

Positions of all 18 atoms, in Å:
H1 1.08 0.41 1.08
N1 -1.45 0.68 -1.04
C1 -0.20 0.02 -0.56
S1 1.14 -1.05 -2.70
H2 -0.49 -1.03 -0.44
H3 -1.80 -0.05 1.59
H4 -1.56 0.61 -2.05
C2 0.97 0.33 -1.49
H5 0.78 1.28 -1.99
C3 -0.35 -1.09 2.58
C4 0.03 0.56 0.86
H6 1.91 0.26 -0.98
O1 0.72 -1.62 2.38
H7 -1.45 1.64 -0.73
H8 -0.06 1.64 0.83
H9 -0.94 -1.31 3.47
N2 -0.83 -0.01 1.87
H10 2.48 -1.26 -2.68

Values from the calculation:
2S+1	2
HOMO energy (spin up / spin down)	0.035 / -0.192	Ha
charge	-1
⟨S²⟩	0.752

(two)
This record from OMol25 describes a gas-phase ion, C4H10N2OS (charge -1). The level of theory is the ωB97M-V functional and the def2-TZVPD basis.

Positions of all 18 atoms, in Å:
H1 0.03 -2.47 -1.09
H2 -1.50 -0.19 1.56
H3 -1.80 -0.18 -1.57
N1 -0.29 -1.55 -0.95
C1 1.26 1.38 0.76
N2 -0.91 0.63 1.52
H4 1.26 1.90 1.75
H5 -0.44 0.87 2.47
H6 3.45 1.99 -0.49
H7 1.83 0.41 1.11
O1 0.87 -1.52 1.01
H8 -1.30 -1.39 -2.77
C2 -1.54 -1.22 -1.62
S1 2.10 2.07 -0.76
C3 -0.08 0.70 0.35
H9 -2.39 -1.83 -1.05
H10 -0.77 1.28 -0.39
C4 0.23 -0.89 0.16

Values from the calculation:
2S+1	2
HOMO energy (spin up / spin down)	0.038 / -0.212	Ha
charge	-1
⟨S²⟩	0.750

(three)
This record from OMol25 describes a gas-phase ion, C4H10N2OS (charge -1). The level of theory is the ωB97M-V functional and the def2-TZVPD basis.

Positions of all 18 atoms, in Å:
H1 3.42 1.10 -0.42
H2 0.07 -1.55 0.30
H3 2.50 2.35 0.33
C1 -0.89 -1.19 0.65
H4 -1.68 0.76 0.80
H5 2.20 1.93 -1.22
N1 2.50 1.54 -0.29
H6 -1.07 -1.47 1.69
H7 1.71 -0.53 0.03
H8 -2.49 -2.57 0.04
N2 -0.81 0.27 0.68
S1 -1.68 -1.57 -1.97
C2 1.54 0.52 0.16
H9 -2.86 -0.84 -0.05
C3 -2.08 -1.59 -0.19
H10 -0.89 -0.49 -1.93
C4 0.34 1.05 0.59
O1 0.17 2.29 0.81

Values from the calculation:
2S+1	2
HOMO energy (spin up / spin down)	0.015 / -0.122	Ha
charge	-1
⟨S²⟩	0.750

Order from most stable to least stable according to the calculation: (one), (three), (two)

(one)
This record from OMol25 describes 8 unconnected molecules or ions with the total composition C32H48O24. The level of theory is the ωB97M-V functional and the def2-TZVPD basis.

Positions of all 104 atoms, in Å:
H1 -2.12 5.56 4.69
C1 -0.73 4.33 3.46
H2 -4.82 2.56 0.17
H3 0.69 -2.95 -0.94
O1 3.62 -2.38 -0.05
O2 0.39 0.41 -0.30
C2 1.89 3.96 -4.33
H4 0.56 2.59 -5.90
H5 0.89 0.92 -4.93
C3 -4.34 -1.97 0.08
H6 1.40 -1.38 1.20
C4 -1.89 5.44 3.59
H7 -0.75 1.29 2.48
H8 -1.34 -1.72 -1.90
H9 0.38 5.66 4.85
H10 -3.40 -3.94 1.89
H11 -2.80 4.93 -0.69
C5 -0.30 -0.14 0.88
C6 -4.19 3.13 -0.59
C7 -3.20 1.98 -2.33
H12 -0.04 -0.37 -2.76
O3 -1.73 -2.69 -3.55
O4 1.12 -3.94 2.05
O5 -0.53 2.21 0.69
C8 -0.46 2.93 5.10
O6 2.16 1.26 -6.41
C9 -1.01 1.13 1.48
H13 2.84 4.50 -4.02
H14 -2.15 0.77 1.51
C10 0.11 1.77 -0.39
H15 -5.50 -3.25 2.40
H16 1.06 -1.71 -2.91
C11 -2.43 -2.24 2.76
C12 3.01 -6.92 3.00
H17 -5.26 4.48 -2.37
C13 -3.37 4.29 -0.04
H18 2.19 -7.36 3.42
C14 0.51 4.72 4.33
C15 4.27 -1.96 0.98
O7 3.47 2.43 -5.27
C16 -4.90 3.45 -1.92
O8 -0.72 2.03 5.95
C17 0.19 -1.35 -3.22
C18 5.05 0.76 -0.97
C19 -0.83 -2.23 -2.46
O9 4.52 -0.73 0.88
H19 4.34 -1.50 -1.76
H20 -0.53 4.31 2.42
H21 5.67 1.47 -0.44
O10 -1.17 3.09 4.04
O11 2.72 -4.58 3.54
O12 -4.45 -1.62 -1.16
C20 2.84 -5.46 2.47
H22 3.47 -7.51 2.24
H23 3.83 -5.03 1.95
H24 1.69 4.51 -5.09
H25 4.48 1.48 -1.54
H26 1.51 4.77 4.12
C21 1.67 -5.12 1.42
H27 1.41 0.10 2.09
O13 4.79 -2.74 1.89
H28 -1.53 -2.79 2.64
O14 -3.27 2.06 -0.96
C22 0.80 -0.69 1.81
H29 0.75 -5.75 1.60
H30 -5.98 2.85 -2.07
C23 2.21 2.50 -4.49
O15 4.23 1.53 -7.11
H31 5.83 0.05 -1.33
C24 3.29 1.71 -6.28
H32 -2.51 -1.13 2.76
C25 -1.29 -2.34 -4.68
H33 0.53 -1.05 2.73
O16 -4.15 2.86 -2.92
C26 -0.10 -3.37 -1.72
H34 2.10 -4.94 0.45
O17 0.52 3.72 5.33
H35 -0.76 -1.00 0.59
H36 -0.65 -4.10 -1.23
O18 -2.43 1.27 -2.80
C27 -3.55 -2.88 1.93
C28 1.21 1.78 -5.39
C29 4.02 -0.13 -0.26
O19 -5.31 -1.98 0.91
O20 -1.84 -2.49 -5.81
C30 -5.00 -2.38 2.19
O21 1.36 -2.85 4.04
O22 -3.21 -2.46 0.62
C31 3.63 -1.39 -1.02
H37 0.76 -3.89 -2.33
H38 -2.77 4.94 3.01
H39 -1.38 6.41 3.47
O23 -0.13 -1.63 -4.62
H40 -2.55 3.86 0.65
H41 3.66 -6.88 3.81
H42 -2.72 -2.63 3.89
H43 2.52 -1.30 -1.44
H44 3.03 0.53 -0.10
O24 0.39 2.36 -1.46
C32 1.64 -3.77 3.33
H45 2.52 1.75 -3.55
H46 1.33 4.17 -3.64
H47 -4.97 -1.75 2.93
H48 -4.07 4.78 0.69

Values from the calculation:
HOMO energy	-0.346	Ha
SMILES	C[C@H]1COC(=O)O1.C[C@H]1COC(=O)O1.C[C@H]1COC(=O)O1.C[C@H]1COC(=O)O1.C[C@H]1COC(=O)O1.C[C@H]1COC(=O)O1.C[C@H]1COC(=O)O1.C[C@H]1COC(=O)O1

(two)
This record from OMol25 describes 8 unconnected molecules or ions with the total composition C32H48O24. The level of theory is the ωB97M-V functional and the def2-TZVPD basis.

Positions of all 104 atoms, in Å:
C1 -0.05 -0.93 -0.90
C2 4.22 1.73 -1.29
H1 -1.42 4.10 1.33
C3 3.82 -0.27 3.33
H2 -1.56 -0.45 -6.79
C4 -2.55 3.52 -0.41
C5 -4.43 -1.37 2.73
H3 -4.26 -2.09 3.54
H4 2.20 3.22 6.35
O1 -4.58 -7.37 -2.43
O2 -4.26 -5.15 -2.67
C6 -0.75 -0.44 -6.06
C7 5.19 2.91 3.63
O3 -4.50 2.26 -0.39
H5 1.23 0.43 3.43
H6 -2.26 5.49 0.61
C8 -1.07 2.29 4.34
H7 3.86 -0.31 -1.98
H8 -1.61 -5.26 -3.92
O4 4.18 2.05 3.91
H9 3.09 0.14 2.63
H10 0.39 -2.31 -2.44
C9 1.34 0.46 -6.02
C10 0.64 0.80 4.26
H11 1.44 -2.00 0.47
O5 -3.15 -6.58 -3.94
H12 -2.56 -5.10 -5.36
H13 0.62 0.10 5.10
O6 7.59 1.85 -0.75
H14 -4.28 -0.23 4.49
O7 -7.66 -0.36 2.22
C11 -4.51 -0.01 3.45
C12 -3.30 -1.50 1.71
C13 0.19 -2.75 -5.54
C14 6.12 0.84 3.59
O8 -5.86 0.40 3.31
O9 2.19 1.26 -5.83
C15 -4.05 -6.44 -2.94
H15 2.53 0.92 -2.16
H16 -3.15 2.04 1.07
H17 3.66 2.66 -1.34
H18 -2.64 1.34 -0.57
C16 1.95 2.22 5.99
O10 5.03 4.08 3.53
O11 0.96 -0.10 1.06
C17 0.56 -1.35 0.48
C18 -3.59 -4.29 -3.61
H19 3.74 1.86 0.80
C19 4.34 1.23 0.14
H20 -1.14 -0.56 -5.05
H21 3.21 -0.90 3.99
H22 -3.36 -0.66 1.01
O12 6.34 2.23 3.47
H23 -3.85 0.73 2.99
H24 -3.58 -2.82 -2.02
H25 -2.36 -1.49 2.26
O13 -2.18 2.72 4.31
C20 0.28 -1.52 -6.42
H26 -0.22 -1.81 1.07
C21 0.70 -1.30 -2.16
C22 -2.91 -3.22 -2.78
H27 1.81 2.63 3.90
H28 1.41 1.63 6.73
H29 6.19 0.35 2.62
H30 6.83 0.36 4.26
O14 -0.04 2.91 4.90
H31 0.22 -1.72 -7.49
C23 0.64 0.93 0.27
H32 0.99 -3.45 -5.77
C24 -3.13 2.14 -0.02
C25 1.19 2.20 4.68
O15 1.53 -0.85 -6.27
C26 -2.64 -5.31 -4.30
O16 0.03 0.76 -6.02
H33 -4.23 -3.98 -4.44
C27 3.61 0.72 -2.23
H34 4.57 0.51 5.18
O17 -5.71 -1.48 2.13
H35 2.88 1.65 5.90
H36 0.30 -2.34 -4.54
H37 -3.40 -2.47 1.22
C28 6.41 1.77 -0.65
H38 -1.07 -1.30 -0.84
C29 -2.32 4.42 0.80
H39 0.46 -0.60 -2.96
H40 1.78 -1.38 -2.13
O18 -0.72 1.06 3.92
C30 -4.73 3.37 -1.06
C31 -6.52 -0.48 2.54
H41 3.99 0.21 0.29
O19 5.73 1.34 0.45
H42 4.43 -0.98 2.76
C32 4.68 0.72 4.12
O20 0.02 0.51 -0.84
H43 -2.52 -2.44 -3.44
H44 3.93 0.83 -3.27
O21 5.56 2.05 -1.66
H45 -2.05 -3.63 -2.25
O22 -5.77 3.69 -1.55
H46 -3.17 4.37 1.48
H47 -0.81 -3.18 -5.60
O23 0.91 2.07 0.50
H48 -1.61 3.38 -0.94
O24 -3.60 4.09 -1.19

Values from the calculation:
HOMO energy	-0.400	Ha
SMILES	C[C@H]1COC(=O)O1.C[C@H]1COC(=O)O1.C[C@H]1COC(=O)O1.C[C@H]1COC(=O)O1.C[C@H]1COC(=O)O1.C[C@H]1COC(=O)O1.C[C@H]1COC(=O)O1.C[C@H]1COC(=O)O1

Order from most stable to least stable according to the calculation: (two), (one)

(one)
This record from OMol25 describes 2 unconnected molecules or ions with the total composition C2H10NS2. The level of theory is the ωB97M-V functional and the def2-TZVPD basis.

Positions of all 15 atoms, in Å:
H1 3.64 -0.21 0.03
N1 1.65 -0.49 0.70
C1 -2.62 0.36 -1.29
H2 2.38 0.36 -1.09
H3 -3.59 0.74 -0.99
H4 -2.26 0.93 -2.14
S1 -1.84 -0.90 1.37
H5 1.97 -0.65 1.67
H6 -2.89 -0.24 1.90
H7 2.75 1.26 0.41
H8 0.79 0.06 0.75
H9 1.41 -1.40 0.32
H10 -2.69 -0.68 -1.58
S2 -1.39 0.58 -0.01
C2 2.69 0.28 -0.06

Values from the calculation:
HOMO energy	-0.472	Ha
charge	+1

(two)
This record from OMol25 describes 2 unconnected molecules or ions with the total composition C2H10NS2. The level of theory is the ωB97M-V functional and the def2-TZVPD basis.

Positions of all 15 atoms, in Å:
H1 -1.87 -2.58 0.55
C1 -1.72 -1.86 -0.30
C2 0.01 2.36 1.89
H2 0.45 3.24 2.39
H3 -0.35 1.84 2.80
S1 0.61 -0.27 -1.74
N1 1.17 1.59 1.45
H4 -1.46 -2.61 -1.08
S2 -0.32 -0.87 0.11
H5 -2.60 -1.44 -0.55
H6 1.53 2.28 0.69
H7 -0.14 -1.17 -2.40
H8 1.94 1.04 1.98
H9 -0.64 2.58 1.11
H10 0.67 0.79 1.03

Values from the calculation:
HOMO energy	-0.448	Ha
charge	+1

Order from most stable to least stable according to the calculation: (one), (two)